No. 1
{
  "formula": "C7H10S",
  "method": "ωB97M-V/def2-TZVPD",
  "lumo_ha": -0.003,
  "total_energy_ev": -18252.1620,
  "homo_energy_ha": -0.314,
  "spin_multiplicity": 1,
  "orbital_gap_ev": 8.5,
  "smiles": "CC1(C=S)CC=CC1",
  "mol_weight_g_mol": 126.2,
  "elements": ["C", "C", "C", "S", "C", "C", "C", "C", "H", "H", "H", "H", "H", "H", "H", "H", "H", "H"],
  "xyz": [[0.61, 1.90, -0.36], [-0.18, 0.51, -0.12], [0.87, -0.76, -0.09], [2.46, -0.58, 0.16], [-1.00, -0.05, -1.23], [-2.33, -0.76, -0.56], [-2.31, -0.28, 0.77], [-1.00, 0.37, 1.21], [1.05, 2.27, 0.61], [1.30, 1.86, -1.08], [-0.21, 2.58, -0.40], [0.28, -1.69, -0.13], [-0.36, -0.79, -1.72], [-1.60, 0.55, -2.12], [-2.94, -1.59, -0.84], [-3.13, -0.49, 1.40], [-0.58, -0.49, 1.91], [-1.17, 1.43, 2.00]]
}



No. 2
{
  "formula": "C14H22B3BrO5",
  "method": "ωB97M-V/def2-TZVPD",
  "lumo_ha": -0.025,
  "total_energy_ev": -97180.1688,
  "homo_energy_ha": -0.332,
  "spin_multiplicity": 1,
  "orbital_gap_ev": 8.4,
  "smiles": "OCCB1OB(CCCBr)OB(c2ccccc2)O1.CC(C)=O",
  "mol_weight_g_mol": 382.7,
  "elements": ["O", "C", "C", "B", "O", "B", "C", "C", "C", "Br", "O", "B", "C", "C", "C", "C", "C", "C", "O", "H", "H", "H", "H", "H", "H", "H", "H", "H", "H", "H", "H", "H", "H", "H", "H", "C", "C", "C", "O", "H", "H", "H", "H", "H", "H"],
  "xyz": [[4.74, 0.49, 0.31], [4.18, -0.28, -0.84], [3.17, 0.61, -1.76], [1.54, 0.40, -1.38], [0.62, 1.34, -2.08], [-0.48, 1.78, -1.20], [-1.71, 2.80, -1.66], [-2.18, 3.71, -0.38], [-3.49, 4.57, -0.86], [-4.20, 5.84, 0.55], [-0.48, 1.19, 0.18], [-0.31, -0.27, -0.14], [-1.67, -1.18, -0.20], [-2.83, -1.20, 0.97], [-4.18, -2.15, 0.70], [-4.39, -3.03, -0.68], [-3.21, -3.02, -1.84], [-1.87, -2.09, -1.59], [1.07, -0.69, -0.45], [4.54, 1.47, 0.19], [3.67, -1.24, -0.40], [5.12, -0.63, -1.47], [3.37, 1.78, -1.68], [3.35, 0.37, -2.91], [-2.64, 2.11, -1.94], [-1.47, 3.41, -2.64], [-1.29, 4.37, 0.03], [-2.51, 3.01, 0.49], [-4.38, 3.90, -1.25], [-3.14, 5.21, -1.80], [-2.73, -0.55, 1.95], [-5.07, -2.21, 1.49], [-5.35, -3.69, -0.91], [-3.27, -3.60, -2.85], [-1.03, -2.07, -2.43], [1.91, -2.52, 2.10], [2.80, -2.45, 3.31], [3.83, -1.35, 3.35], [2.68, -3.25, 4.23], [1.22, -3.36, 2.20], [1.33, -1.60, 2.00], [2.52, -2.68, 1.20], [3.33, -0.38, 3.32], [4.52, -1.46, 2.52], [4.39, -1.42, 4.29]]
}